No. 1
{
  "formula": "H18O9",
  "method": "ωB97M-V/def2-TZVPD",
  "symbols": ["O", "H", "H", "O", "H", "H", "O", "H", "H", "O", "H", "H", "O", "H", "H", "O", "H", "H", "O", "H", "H", "O", "H", "H", "O", "H", "H"],
  "xyz": [[-0.091402, 1.072548, 3.374394], [-0.416649, 1.734766, 3.992725], [-0.556482, 1.261024, 2.535515], [-1.921099, -1.780772, -1.229138], [-1.492086, -1.000663, -0.846115], [-1.353983, -2.519947, -0.985463], [0.921785, -0.062099, -3.780772], [1.458460, -0.137367, -2.975355], [1.277039, 0.704275, -4.245434], [2.059219, -1.602530, 1.990533], [1.746502, -1.960061, 1.155455], [1.268296, -1.630842, 2.566055], [-1.847490, 0.664373, -3.024865], [-1.766457, 1.492739, -2.542871], [-0.944204, 0.295899, -3.034595], [-0.648567, -1.952477, 2.773621], [-1.145383, -1.823058, 3.588865], [-1.032854, -1.323590, 2.149268], [-1.171841, 2.375127, 1.142837], [-1.311204, 2.161233, 0.209188], [-2.035885, 2.675911, 1.453046], [2.398939, 0.148026, -1.487155], [2.907902, 0.953463, -1.332844], [2.968307, -0.566787, -1.172565], [-0.050560, 0.018879, -0.019333], [0.180585, 0.801850, 0.491802], [0.599106, 0.000084, -0.746796]],
  "forces_ev_per_angstrom": [[-0.312, -0.108, -0.241], [0.059, -0.003, -0.072], [0.315, 0.123, 0.563], [0.083, -0.094, 0.086], [-0.098, -0.167, -0.089], [-0.077, 0.059, 0.057], [-0.095, 0.018, 0.074], [0.082, 0.107, -0.320], [-0.094, -0.120, 0.008], [-0.023, 0.035, 0.209], [-0.142, -0.036, 0.085], [0.264, 0.036, -0.374], [0.287, 0.108, 0.202], [-0.016, -0.002, -0.112], [-0.326, 0.075, -0.294], [-0.248, -0.079, -0.048], [0.123, 0.060, -0.039], [0.122, -0.058, 0.037], [-0.343, 0.183, -0.333], [-0.073, -0.062, 0.177], [0.131, 0.006, -0.032], [0.458, -0.066, 0.213], [-0.100, -0.033, -0.007], [-0.092, 0.043, 0.050], [0.042, 0.156, -0.466], [0.176, -0.189, 0.164], [-0.103, 0.008, 0.502]],
  "mulliken_charge": [-0.591, 0.290, 0.384, -0.632, 0.384, 0.294, -0.690, 0.433, 0.297, -0.645, 0.284, 0.390, -0.598, 0.272, 0.333, -0.660, 0.318, 0.275, -0.686, 0.305, 0.307, -0.691, 0.288, 0.317, -0.523, 0.237, 0.309],
  "e_homo_ev": -10.50,
  "max_force_ev_per_a": 0.7,
  "de_lowest_kj_mol": 220.17,
  "gap_ev": 10.3,
  "e_lumo_ev": -0.2
}

---

No. 2
{
  "formula": "H18O9",
  "method": "ωB97M-V/def2-TZVPD",
  "symbols": ["O", "H", "H", "O", "H", "H", "O", "H", "H", "O", "H", "H", "O", "H", "H", "O", "H", "H", "O", "H", "H", "O", "H", "H", "O", "H", "H"],
  "xyz": [[1.669713, -0.653784, -2.935727], [2.489397, -1.032975, -3.056857], [1.822986, 0.126000, -2.352874], [-0.350184, -2.815658, -0.212582], [-0.956940, -3.082908, -0.809804], [-0.171940, -3.589241, 0.192846], [0.695334, -1.444592, 2.905957], [0.105521, -0.972661, 2.353009], [0.192045, -1.515056, 3.739785], [-0.891566, 0.996501, -1.753061], [-1.415635, 0.604256, -2.434455], [-1.672134, 1.675181, -1.596853], [1.259969, 2.901196, -1.011287], [0.919353, 2.334770, -1.762432], [1.915100, 2.315919, -0.664457], [2.476249, 0.463331, -0.283229], [1.680273, 0.394024, 0.170963], [2.853512, -0.592902, -0.293659], [-0.186727, -0.273973, 0.513408], [-0.240871, -1.187264, 0.194697], [-0.332650, 0.334038, -0.294417], [0.010855, 1.998862, 1.953844], [-0.782719, 2.632454, 2.086473], [-0.512876, 1.248447, 1.590934], [-3.732463, -0.346433, 0.905244], [-3.948245, 0.145206, 1.687708], [-2.895358, -0.662737, 1.166827]],
  "forces_ev_per_angstrom": [[-2.791, 2.038, 0.821], [2.798, -1.235, -0.443], [-0.032, -0.892, -0.361], [1.707, 4.160, 0.605], [-3.283, -0.750, -3.503], [1.522, -3.796, 2.770], [0.245, -1.045, 1.780], [-0.695, 1.035, -1.243], [0.593, -0.037, -0.458], [-3.031, 3.054, 0.389], [0.269, -1.686, -1.296], [2.734, -1.147, 0.580], [-1.297, -0.476, -1.985], [0.288, 1.188, 1.156], [0.991, -0.425, 0.722], [4.451, -4.313, -1.752], [-2.615, -0.520, 1.737], [-1.741, 4.695, 0.177], [-0.298, 1.469, -1.117], [0.026, -0.074, -0.141], [0.016, -1.477, 1.374], [-3.295, 1.036, 0.147], [2.289, -1.005, -0.133], [1.046, 0.157, 0.241], [-1.060, 0.352, -0.507], [-0.747, 0.602, 0.489], [1.910, -0.912, -0.046]],
  "mulliken_charge": [-0.612, 0.268, 0.344, -0.494, 0.231, 0.233, -0.600, 0.295, 0.312, -0.598, 0.245, 0.313, -0.642, 0.280, 0.374, -0.779, 0.374, 0.321, -0.342, 0.211, 0.353, -0.593, 0.320, 0.209, -0.620, 0.316, 0.279],
  "e_homo_ev": -10.43,
  "max_force_ev_per_a": 6.4,
  "de_lowest_kj_mol": 359.06,
  "gap_ev": 10.4,
  "e_lumo_ev": 0.0
}

---

No. 3
{
  "formula": "H18O9",
  "method": "ωB97M-V/def2-TZVPD",
  "symbols": ["O", "H", "H", "O", "H", "H", "O", "H", "H", "O", "H", "H", "O", "H", "H", "O", "H", "H", "O", "H", "H", "O", "H", "H", "O", "H", "H"],
  "xyz": [[2.703384, -1.816485, 1.773677], [2.131235, -1.318326, 1.171741], [2.671932, -1.311355, 2.591151], [-3.025670, -1.147865, 2.176562], [-2.460048, -1.840959, 2.528726], [-2.749547, -0.335100, 2.610980], [-2.368268, 2.292232, -1.371119], [-1.934121, 1.503377, -1.000740], [-2.222947, 2.980486, -0.716993], [-0.689111, 0.178233, -0.324989], [-0.495328, -0.060593, 0.594067], [0.152388, 0.062437, -0.795168], [-1.449090, -2.770589, -0.088063], [-1.387402, -1.863234, -0.423266], [-0.626028, -2.910646, 0.390052], [0.850651, 3.270696, -1.411730], [0.312824, 3.822924, -0.838885], [0.368061, 2.437352, -1.476527], [1.078560, 0.910982, -3.119689], [1.334098, 1.550209, -3.793546], [0.889732, 0.093740, -3.592635], [1.949939, -0.874348, -0.845929], [2.110301, -1.790008, -1.101505], [2.523077, -0.342056, -1.410848], [0.266248, -0.174272, 2.472761], [-0.028545, 0.481259, 3.114866], [0.093677, -1.028091, 2.887049]],
  "forces_ev_per_angstrom": [[-0.255, -0.068, 0.064], [0.316, 0.078, -0.039], [0.060, 0.013, -0.007], [-0.031, 0.156, 0.069], [-0.039, -0.055, -0.117], [-0.031, -0.050, 0.011], [0.114, -0.136, 0.047], [-0.054, 0.120, -0.026], [-0.078, -0.004, 0.017], [-0.012, -0.130, -0.135], [0.034, 0.206, 0.015], [-0.037, -0.072, 0.121], [0.135, -0.034, -0.013], [-0.076, 0.021, 0.134], [0.022, -0.022, -0.091], [0.126, -0.042, 0.094], [-0.023, 0.023, -0.044], [-0.057, 0.054, -0.137], [0.160, -0.190, 0.052], [-0.078, 0.054, 0.084], [-0.084, 0.088, -0.038], [-0.043, -0.132, -0.096], [0.026, 0.048, -0.006], [-0.088, 0.096, 0.023], [-0.122, -0.071, 0.110], [0.051, 0.029, -0.063], [0.063, 0.022, -0.027]],
  "mulliken_charge": [-0.655, 0.358, 0.322, -0.575, 0.295, 0.293, -0.621, 0.345, 0.279, -0.666, 0.332, 0.352, -0.634, 0.366, 0.282, -0.639, 0.290, 0.357, -0.543, 0.268, 0.284, -0.639, 0.306, 0.280, -0.617, 0.268, 0.316],
  "e_homo_ev": -10.79,
  "max_force_ev_per_a": 0.3,
  "de_lowest_kj_mol": 204.30,
  "gap_ev": 10.6,
  "e_lumo_ev": -0.2
}

---

No. 4
{
  "formula": "H18O9",
  "method": "ωB97M-V/def2-TZVPD",
  "symbols": ["O", "H", "H", "O", "H", "H", "O", "H", "H", "O", "H", "H", "O", "H", "H", "O", "H", "H", "O", "H", "H", "O", "H", "H", "O", "H", "H"],
  "xyz": [[-0.531788, -1.237854, -2.439047], [0.361534, -1.304826, -2.814990], [-0.812490, -2.158023, -2.394979], [-2.675703, -0.203066, 2.333694], [-3.447198, -0.746120, 2.142089], [-1.919865, -0.721500, 2.035500], [0.785104, -3.036910, 0.166351], [-0.103416, -3.290628, 0.431276], [0.870172, -2.111464, 0.436247], [1.717258, -2.604601, -2.564280], [2.310921, -3.337523, -2.745760], [1.592450, -2.608970, -1.601803], [0.797827, 3.758376, -0.256036], [1.197274, 3.571406, -1.110984], [0.103637, 3.097410, -0.153261], [3.196506, 0.013030, -0.323609], [3.529993, -0.077172, 0.573657], [2.232749, 0.064460, -0.223987], [-1.736233, 2.018400, 0.283675], [-2.203031, 1.376683, -0.266065], [-2.256208, 2.828361, 0.219161], [-0.703954, 2.270755, 3.111132], [-1.552159, 2.351547, 3.556710], [-0.935716, 2.040783, 2.202489], [0.325936, -0.108157, 0.060452], [-0.328789, 0.588209, 0.195767], [0.185190, -0.432609, -0.853398]],
  "forces_ev_per_angstrom": [[-0.028, 0.415, 0.057], [-0.160, -0.203, -0.149], [0.079, 0.034, 0.022], [-0.072, -0.055, -0.148], [0.041, -0.021, 0.045], [0.017, 0.049, 0.097], [0.177, 0.106, -0.006], [0.013, -0.014, -0.038], [-0.133, 0.050, 0.166], [0.138, -0.061, 0.053], [0.076, 0.070, -0.040], [0.005, -0.302, -0.062], [-0.089, 0.043, -0.055], [0.032, -0.032, 0.043], [0.060, -0.033, -0.014], [-0.108, -0.163, -0.074], [-0.007, 0.061, -0.003], [0.156, 0.186, 0.170], [-0.025, 0.012, -0.302], [-0.110, 0.062, 0.107], [0.089, 0.012, 0.066], [0.054, 0.061, -0.074], [-0.003, -0.111, 0.008], [-0.080, 0.002, 0.141], [0.052, -0.301, -0.267], [0.260, 0.074, 0.051], [-0.434, 0.058, 0.205]],
  "mulliken_charge": [-0.703, 0.393, 0.304, -0.582, 0.294, 0.307, -0.651, 0.301, 0.366, -0.657, 0.294, 0.349, -0.623, 0.315, 0.337, -0.625, 0.306, 0.408, -0.609, 0.224, 0.268, -0.624, 0.297, 0.325, -0.750, 0.234, 0.502],
  "e_homo_ev": -10.89,
  "max_force_ev_per_a": 0.5,
  "de_lowest_kj_mol": 188.60,
  "gap_ev": 10.7,
  "e_lumo_ev": -0.2
}

---

No. 5
{
  "formula": "H18O9",
  "method": "ωB97M-V/def2-TZVPD",
  "symbols": ["O", "H", "H", "O", "H", "H", "O", "H", "H", "O", "H", "H", "O", "H", "H", "O", "H", "H", "O", "H", "H", "O", "H", "H", "O", "H", "H"],
  "xyz": [[0.625795, -0.167864, -1.300889], [-0.110720, -0.368664, -0.750015], [0.712160, 0.839107, -1.167211], [5.909722, 1.438542, -0.589293], [6.094693, 1.512861, 0.319277], [5.003883, 1.154947, -0.803072], [2.105189, -1.472474, -2.237422], [2.868393, -1.802816, -1.763673], [1.350255, -1.920205, -1.801417], [-0.728112, 2.353182, 2.311763], [-0.401919, 1.783417, 3.000508], [-1.290649, 3.050208, 2.737073], [2.373499, -0.879175, 2.038877], [2.233697, -0.317991, 1.277146], [2.094054, -1.790224, 1.806016], [-1.380054, -1.743601, 3.341961], [-1.259035, -0.828291, 2.947753], [-0.662082, -2.310745, 3.056944], [-1.928824, -4.197554, -1.471104], [-2.422387, -3.937693, -2.192903], [-2.264622, -3.743111, -0.636548], [-4.380259, 0.226224, -0.815319], [-4.265339, 1.103564, -0.583890], [-4.642666, -0.110894, 0.076431], [-2.482738, 4.371057, -1.528178], [-2.244317, 4.288622, -2.463576], [-1.707142, 3.971211, -1.062011]],
  "forces_ev_per_angstrom": [[-0.419, 3.970, 0.900], [-1.328, -0.174, 0.775], [-0.162, -2.274, -0.452], [-0.321, -0.131, -2.535], [-0.335, -0.083, 1.713], [0.648, 0.203, 0.813], [0.688, -1.787, -0.466], [0.381, -0.257, -0.054], [0.843, 0.534, -0.622], [-0.979, 1.188, -0.182], [0.141, -0.098, 0.587], [0.880, -1.123, -0.414], [-0.205, -0.930, 0.401], [-0.158, -0.118, -0.445], [0.304, 1.043, -0.052], [-0.350, 1.726, -0.460], [0.087, -1.968, 0.605], [0.251, 0.265, -0.176], [1.430, -0.226, 4.212], [-1.841, 1.108, -2.114], [0.419, -0.844, -2.073], [-0.725, -2.997, 1.082], [0.554, 3.189, 0.126], [0.201, -0.184, -1.202], [1.155, -0.630, 0.296], [-0.155, 0.061, 0.258], [-1.005, 0.535, -0.522]],
  "mulliken_charge": [-0.553, 0.286, 0.261, -0.634, 0.315, 0.319, -0.606, 0.279, 0.326, -0.638, 0.315, 0.326, -0.623, 0.327, 0.300, -0.620, 0.312, 0.307, -0.635, 0.311, 0.323, -0.622, 0.296, 0.326, -0.641, 0.328, 0.312],
  "e_homo_ev": -10.42,
  "max_force_ev_per_a": 4.5,
  "de_lowest_kj_mol": 424.24,
  "gap_ev": 10.0,
  "e_lumo_ev": -0.4
}

---

No. 6
{
  "formula": "H18O9",
  "method": "ωB97M-V/def2-TZVPD",
  "symbols": ["O", "H", "H", "O", "H", "H", "O", "H", "H", "O", "H", "H", "O", "H", "H", "O", "H", "H", "O", "H", "H", "O", "H", "H", "O", "H", "H"],
  "xyz": [[-2.758254, 0.565194, -1.634831], [-2.280428, -0.171029, -2.053197], [-3.352010, 1.020565, -2.176726], [-0.749402, 0.275870, 0.160796], [-0.736050, -0.535636, 0.528497], [0.114747, 0.560784, 0.258582], [-1.716785, -1.752081, 1.911200], [-1.468285, -1.995429, 2.831045], [-2.202670, -2.645565, 1.688764], [1.919045, -1.254803, -2.375594], [1.339637, -1.138031, -1.687163], [2.260683, -2.204865, -2.307692], [1.449455, -3.141872, 0.621718], [2.230032, -3.001914, 1.139609], [0.753325, -2.602507, 1.166339], [-2.493890, 2.129923, 1.402108], [-1.618919, 1.532798, 1.090352], [-3.313110, 1.885498, 1.045857], [1.474136, 1.394020, 1.272543], [1.038475, 1.083415, 2.077146], [1.630548, 2.285189, 1.585570], [3.485349, 0.488400, -0.812856], [2.691950, 0.848193, -0.465583], [3.499897, -0.170521, -1.448881], [-0.090356, 2.259796, -1.564915], [-0.681416, 1.430843, -1.371548], [-0.425706, 2.853764, -0.881138]],
  "forces_ev_per_angstrom": [[1.640, -1.275, 1.922], [-0.746, 0.718, -0.271], [-1.089, 0.560, -1.825], [-2.109, 2.753, -1.944], [-0.720, -4.565, 2.119], [3.066, 1.522, 0.075], [-1.029, -3.513, 0.493], [-0.039, 0.711, -0.600], [1.218, 2.673, 0.111], [3.019, -2.571, -2.827], [-2.135, 0.259, 2.693], [-0.954, 2.042, 0.017], [-2.753, 1.586, 1.236], [0.950, 0.053, 0.342], [1.713, -1.570, -1.621], [5.327, -0.455, 0.672], [-4.339, 1.628, 0.519], [-1.166, -1.219, -1.249], [-0.217, 0.006, 0.963], [-0.036, -0.646, -0.118], [0.431, 0.732, -0.618], [2.731, 2.045, 2.238], [-1.336, -0.233, -0.296], [-1.307, -1.596, -1.779], [-1.555, -2.060, 0.702], [1.375, 2.251, -0.789], [0.059, 0.164, -0.166]],
  "mulliken_charge": [-0.554, 0.294, 0.265, -0.406, 0.071, 0.405, -0.603, 0.293, 0.324, -0.648, 0.298, 0.335, -0.629, 0.330, 0.316, -0.665, 0.374, 0.274, -0.602, 0.267, 0.281, -0.650, 0.295, 0.345, -0.698, 0.389, 0.298],
  "e_homo_ev": -10.43,
  "max_force_ev_per_a": 5.4,
  "de_lowest_kj_mol": 397.70,
  "gap_ev": 10.1,
  "e_lumo_ev": -0.3
}